(1)
23
Properties=species:S:1:pos:R:3:forces:R:3 method="wB97M-V/def2-TZVPD" homo_lumo_gap_ev=8.08 smiles="CC/C=C/NCC.O"
C -4.717 -0.876 -0.834 0.9 -0.5 0.8
C -3.240 -1.286 -0.641 -0.6 1.2 -1.0
C -2.396 -0.043 -0.364 0.6 -1.0 0.1
C -1.108 -0.203 -0.020 -0.3 0.7 -0.1
N -0.241 0.777 0.418 0.4 0.0 -0.1
C 1.087 0.467 0.899 -0.7 -0.7 -0.4
C 1.878 1.675 1.263 0.5 0.9 0.5
H -5.324 -1.756 -1.032 -0.1 0.1 -0.4
H -4.741 -0.140 -1.629 -0.5 0.1 -0.1
H -5.072 -0.467 0.117 -0.1 0.3 -0.3
H -3.207 -2.023 0.159 0.4 -0.1 -0.1
H -2.898 -1.680 -1.608 -0.1 -0.5 0.4
H -2.824 0.942 -0.536 -0.1 -0.1 0.4
H -0.643 -1.185 -0.113 -0.2 0.0 0.5
H -0.414 1.743 0.225 -0.3 0.1 -0.1
H 1.641 -0.100 0.142 0.1 0.1 -0.1
H 1.000 -0.219 1.747 0.0 0.1 0.2
H 2.047 2.369 0.440 0.1 -0.3 -0.3
H 1.522 2.320 2.068 -0.7 -0.4 0.1
H 2.820 1.321 1.647 0.7 0.0 -0.1
O 6.975 -0.588 -0.528 -0.1 -0.3 0.2
H 6.867 -0.139 0.320 0.1 0.1 -0.4
H 7.260 0.059 -1.177 0.0 0.2 0.2



(2)
8
Properties=species:S:1:pos:R:3:forces:R:3 method="wB97M-V/def2-TZVPD" homo_lumo_gap_ev=10.70 smiles="N[P@@](O)(F)=S"
N 0.719 -0.872 -0.770 0.9 2.2 1.1
P -0.512 0.138 -0.214 3.5 2.4 1.0
O 0.356 0.898 1.106 -1.1 -1.9 -2.6
F -0.314 1.408 -1.206 -0.8 -1.6 0.8
S -2.174 -0.690 0.064 -0.4 0.3 0.0
H 0.522 -1.752 -0.347 0.1 -1.0 0.2
H 1.619 -0.476 -0.345 -1.4 -0.9 -1.0
H -0.216 1.346 1.712 -0.8 0.4 0.6



(3)
64
Properties=species:S:1:pos:R:3:forces:R:3 method="wB97M-V/def2-TZVPD" homo_lumo_gap_ev="8.89 / 6.38" multiplicity=5 charge=+2
Rh -0.093 0.020 0.455 0.6 -0.3 -0.1
C 0.416 2.958 -0.017 0.1 -0.1 0.0
C -0.641 2.740 -1.089 -0.1 -0.1 -0.1
N -1.376 1.456 -0.881 0.1 0.1 0.0
C -1.699 0.736 -2.135 0.0 0.0 0.1
C -0.516 -0.081 -2.603 0.0 0.0 0.1
C -0.210 -0.272 -3.936 0.0 0.0 -0.1
C 0.906 -1.036 -4.256 0.0 0.0 -0.1
C 1.700 -1.551 -3.243 0.0 0.0 0.0
C 1.338 -1.314 -1.928 -0.1 0.0 0.1
C 2.136 -1.791 -0.737 0.0 0.0 0.0
N 2.057 -0.822 0.363 0.1 0.0 -0.1
C 3.058 0.270 0.331 0.0 -0.1 -0.1
C 2.441 1.582 0.793 -0.1 0.0 -0.1
N 1.257 1.758 -0.062 0.0 0.2 0.2
N 0.232 -0.621 -1.633 0.0 0.0 -0.1
H -0.026 3.042 0.978 0.0 0.0 0.0
H 0.966 3.881 -0.218 0.0 0.0 0.0
H -0.146 2.673 -2.062 0.0 0.0 0.0
H -1.333 3.580 -1.148 0.0 0.0 0.0
H -2.244 1.660 -0.399 0.0 0.0 0.0
H -2.022 1.422 -2.920 0.0 0.0 0.0
H -2.533 0.065 -1.925 0.0 0.0 0.0
H -0.823 0.174 -4.708 0.0 0.0 0.0
H 1.169 -1.205 -5.292 0.0 0.0 0.0
H 2.595 -2.116 -3.467 0.0 0.0 0.0
H 3.167 -1.995 -1.036 0.0 0.0 0.0
H 1.716 -2.732 -0.375 0.0 0.0 0.0
H 2.139 -1.296 1.267 0.0 0.0 0.0
H 3.408 0.386 -0.699 0.0 0.0 0.0
H 3.926 0.012 0.939 0.0 0.0 0.0
H 3.156 2.401 0.697 0.0 0.0 0.0
H 2.122 1.523 1.835 0.0 0.0 0.0
H 1.563 1.637 -1.025 0.0 -0.1 0.0
Cl -0.904 -0.659 5.359 0.1 -0.1 -0.2
C 0.392 -1.719 4.693 -0.1 0.1 0.2
Cl -0.117 -3.399 4.687 -0.1 -0.1 0.0
C 0.844 -1.344 3.279 -0.2 0.0 -0.3
O 2.033 -1.470 3.052 0.0 0.1 -0.1
O -0.075 -0.993 2.435 0.1 0.1 0.1
H 1.231 -1.613 5.368 0.0 0.0 0.0
Te -2.246 0.427 2.645 -0.3 0.3 0.2
C -3.937 1.272 3.512 0.0 -0.1 0.1
C -3.830 1.926 4.735 -0.2 0.1 -0.1
C -4.966 2.523 5.265 0.1 0.0 0.0
C -6.169 2.468 4.574 0.0 0.0 0.0
C -6.258 1.810 3.352 0.0 0.0 0.0
C -5.139 1.194 2.813 -0.2 0.0 0.2
C -3.107 -1.377 2.083 0.0 0.0 -0.1
C -3.483 -1.525 0.752 0.0 -0.2 0.0
C -4.079 -2.714 0.349 0.0 0.1 0.0
C -4.280 -3.730 1.272 0.0 0.0 0.0
C -3.896 -3.567 2.598 0.0 0.0 0.0
C -3.305 -2.384 3.018 -0.1 0.0 -0.1
H -2.891 1.978 5.273 0.0 0.0 0.0
H -4.907 3.029 6.218 0.0 0.0 0.0
H -7.050 2.935 4.995 0.0 0.0 0.0
H -7.202 1.765 2.826 0.0 0.0 0.0
H -5.220 0.648 1.880 0.0 0.0 0.0
H -3.334 -0.727 0.032 0.0 0.0 0.0
H -4.387 -2.843 -0.680 0.0 0.0 0.0
H -4.743 -4.656 0.958 0.0 0.0 0.0
H -4.059 -4.362 3.313 0.0 0.0 0.0
H -3.010 -2.264 4.052 0.0 0.0 0.0



Number 1: calculated total energy -10001.7646 eV. Number 2: calculated total energy -26430.4550 eV. Number 3: calculated total energy -71781.9566 eV.